1.
{"formula": "CH3N3S", "method": "the ωB97M-V functional and the def2-TZVPD basis", "symbols": ["S", "N", "N", "N", "C", "H", "H", "H"], "coordinates": [[2.406, -0.341, 0.636], [-1.541, -0.318, 0.486], [-0.456, -0.215, 0.235], [-2.741, -0.333, 0.580], [2.003, 0.411, -0.756], [1.552, 1.396, -0.697], [2.101, -0.074, -1.839], [-3.323, -0.527, 1.356]], "e_homo_ev": [-8.598, -8.598], "lumo_ha": [-0.01103, -0.01104], "charge": 0, "orbital_gap_ha": [0.3049, 0.3049]}

=====

2.
{"formula": "CH3N3S", "method": "the ωB97M-V functional and the def2-TZVPD basis", "symbols": ["S", "N", "N", "N", "C", "H", "H", "H"], "coordinates": [[1.863, 0.382, 0.435], [-0.227, -1.039, 0.232], [-0.619, -1.824, 1.099], [-0.291, 1.171, -0.932], [0.329, 0.109, -0.032], [0.577, 1.654, -1.196], [-0.756, -1.274, 2.049], [-0.877, 0.822, -1.654]], "smiles": "[H]/N=N\\C(N)=S", "e_homo_ev": -8.973, "lumo_ha": -0.03089, "charge": 0, "orbital_gap_ha": 0.2989}

=====

Relative energies in hartree: 1 0.0329; 2 0.0000

=====

1.
{"formula": "C6H10S2", "method": "the ωB97M-V functional and the def2-TZVPD basis", "symbols": ["S", "S", "C", "C", "C", "C", "C", "C", "H", "H", "H", "H", "H", "H", "H", "H", "H", "H"], "coordinates": [[0.098, 1.782, 0.032], [2.717, 1.127, 0.319], [1.246, -0.354, -1.452], [1.090, 0.196, -0.011], [-2.475, 2.055, 0.842], [-1.528, 1.263, 0.393], [1.052, -2.047, 1.064], [0.695, -0.766, 1.060], [3.090, -0.037, 0.902], [0.233, -0.556, -2.005], [1.852, -1.132, -1.604], [1.715, -2.633, 0.307], [0.794, -2.699, 1.827], [-2.378, 3.067, 0.967], [-3.340, 1.535, 1.373], [1.638, 0.473, -2.098], [-1.834, 0.204, 0.206], [0.130, -0.477, 1.868]], "e_homo_ev": -8.278, "lumo_ha": 0.02589, "charge": 0, "orbital_gap_ha": 0.3301}

=====

2.
{"formula": "C6H10S2", "method": "the ωB97M-V functional and the def2-TZVPD basis", "symbols": ["S", "S", "C", "C", "C", "C", "C", "C", "H", "H", "H", "H", "H", "H", "H", "H", "H", "H"], "coordinates": [[3.378, 1.041, 2.594], [0.222, 0.943, 1.942], [-0.616, -0.019, 0.723], [2.051, 0.441, 1.808], [-0.359, 0.125, -0.665], [0.514, 1.322, -1.236], [-1.569, -0.934, 1.386], [-0.844, -0.890, -1.786], [-1.642, -1.449, -1.338], [-0.969, -0.107, -2.801], [0.465, 1.713, -2.342], [-2.257, -0.398, 2.067], [1.652, 0.795, -1.127], [2.349, -0.141, 0.900], [-2.028, -1.633, 0.619], [0.788, 2.148, -0.700], [0.066, -1.364, -2.238], [-1.200, -1.591, 2.195]], "smiles": "CC(C)=C(C)SC=S", "e_homo_ev": -8.514, "lumo_ha": -0.01380, "charge": 0, "orbital_gap_ha": 0.2991}

=====

Relative energies in hartree: 1 0.0000; 2 0.0357

=====

1.
{"formula": "CH4NO2", "method": "the ωB97M-V functional and the def2-TZVPD basis", "symbols": ["O", "O", "N", "C", "H", "H", "H", "H"], "coordinates": [[0.794, 0.124, 0.663], [0.842, 0.941, 1.962], [-0.207, 0.228, 0.039], [-0.654, -0.398, -1.084], [-0.078, -0.280, -1.994], [-0.730, -1.496, -0.872], [-1.651, 0.033, -1.328], [1.685, 0.848, 2.614]], "e_homo_ev": -17.263, "lumo_ha": -0.28340, "charge": 1, "orbital_gap_ha": 0.3510}

=====

2.
{"formula": "CH4NO2", "method": "the ωB97M-V functional and the def2-TZVPD basis", "symbols": ["O", "O", "N", "C", "H", "H", "H", "H"], "coordinates": [[1.560, 0.583, -0.008], [1.435, -0.808, -0.014], [-0.709, 0.050, -0.408], [0.443, -0.041, 0.444], [-1.304, 0.808, -0.169], [-1.210, -0.847, -0.357], [0.059, 0.266, 1.898], [-0.274, -0.009, -1.386]], "e_homo_ev": -16.397, "lumo_ha": -0.16158, "charge": 1, "orbital_gap_ha": 0.4410}

=====

3.
{"formula": "CH4NO2", "method": "the ωB97M-V functional and the def2-TZVPD basis", "symbols": ["O", "O", "N", "C", "H", "H", "H", "H"], "coordinates": [[2.089, -0.023, 0.455], [3.517, -0.141, -0.169], [1.179, 0.308, -0.332], [-0.157, 0.284, 0.069], [-0.440, -0.743, -0.324], [-0.255, 0.272, 1.209], [1.464, 0.522, -1.234], [-0.836, 0.959, -0.560]], "e_homo_ev": [-19.134, -16.730], "lumo_ha": [-0.28698, -0.31624], "charge": 1, "orbital_gap_ha": [0.4162, 0.2986]}

=====

Relative energies in hartree: 1 0.0645; 2 0.0000; 3 0.0952

=====

1.
{"formula": "C2H5BrClN", "method": "the ωB97M-V functional and the def2-TZVPD basis", "symbols": ["Br", "Cl", "N", "C", "C", "H", "H", "H", "H", "H"], "coordinates": [[-2.330, -0.037, -0.358], [2.043, -0.720, -0.231], [0.458, 1.362, -0.291], [-0.598, -0.939, -0.321], [0.522, 0.003, 0.068], [-0.274, 1.769, -0.784], [-0.515, -1.526, -1.249], [0.476, -0.069, 2.218], [-0.653, -1.716, 0.550], [0.872, 1.874, 0.398]], "e_homo_ev": [-9.426, -8.305], "lumo_ha": [-0.00859, -0.01749], "charge": 0, "orbital_gap_ha": [0.3378, 0.2877]}

=====

2.
{"formula": "C2H5BrClN", "method": "the ωB97M-V functional and the def2-TZVPD basis", "symbols": ["Br", "Cl", "N", "C", "C", "H", "H", "H", "H", "H"], "coordinates": [[-2.482, -1.030, -0.721], [-1.384, 1.848, -0.559], [-0.036, -0.219, 0.125], [-1.006, 0.130, -0.763], [0.272, -1.355, 0.633], [-0.432, -2.130, 0.744], [0.630, 0.467, 0.172], [1.370, -1.543, 0.941], [1.825, 1.939, -0.041], [1.242, 1.893, -0.532]], "e_homo_ev": -7.579, "lumo_ha": 0.00915, "charge": 0, "orbital_gap_ha": 0.2877}

=====

Relative energies in hartree: 1 0.0090; 2 0.0000

=====

1.
{"formula": "CH6OP2", "method": "the ωB97M-V functional and the def2-TZVPD basis", "symbols": ["P", "P", "O", "C", "H", "H", "H", "H", "H", "H"], "coordinates": [[1.640, -1.130, -0.140], [-0.079, -0.726, -1.298], [-1.346, 1.000, 0.535], [-0.198, 1.074, 1.201], [0.309, -1.504, -2.391], [0.213, 1.974, 0.773], [0.903, -1.929, 0.682], [0.058, 0.721, 2.225], [0.123, 0.423, -2.024], [-1.624, 0.099, 0.437]], "e_homo_ev": [-8.019, -8.319], "lumo_ha": [-0.03776, 0.01250], "charge": 0, "orbital_gap_ha": [0.2569, 0.3182]}

=====

2.
{"formula": "CH6OP2", "method": "the ωB97M-V functional and the def2-TZVPD basis", "symbols": ["P", "P", "O", "C", "H", "H", "H", "H", "H", "H"], "coordinates": [[0.613, 0.595, 0.260], [0.453, 0.029, -1.832], [-0.830, 1.277, 0.723], [0.301, -1.081, 0.960], [0.426, 1.348, -2.323], [-0.941, -0.159, -1.953], [0.024, -1.826, 0.218], [-0.731, 2.237, 0.795], [-0.510, -0.991, 1.679], [1.195, -1.429, 1.474]], "smiles": "CP(O)#[PH2]", "e_homo_ev": -8.665, "lumo_ha": 0.03301, "charge": 0, "orbital_gap_ha": 0.3515}

=====

Relative energies in hartree: 1 0.1533; 2 0.0000

=====

1.
{"formula": "C2H4Cl2N2", "method": "the ωB97M-V functional and the def2-TZVPD basis", "symbols": ["Cl", "Cl", "N", "N", "C", "C", "H", "H", "H", "H"], "coordinates": [[0.355, 2.184, 0.827], [0.139, -1.895, -0.419], [1.494, 0.653, -1.244], [-1.355, -0.325, 1.202], [0.402, 0.721, -0.007], [-0.371, -0.383, 0.220], [2.113, -0.123, -1.032], [-1.592, -1.227, 1.507], [-2.218, 0.257, 0.973], [1.033, 0.139, -2.027]], "smiles": "N/C(Cl)=C(/N)Cl", "e_homo_ev": -8.567, "lumo_ha": 0.02392, "charge": 0, "orbital_gap_ha": 0.3388}

=====

2.
{"formula": "C2H4Cl2N2", "method": "the ωB97M-V functional and the def2-TZVPD basis", "symbols": ["Cl", "Cl", "N", "N", "C", "C", "H", "H", "H", "H"], "coordinates": [[1.103, 2.190, -0.130], [-3.030, -0.175, -0.122], [-0.229, 1.164, 0.251], [-1.499, -0.885, -0.160], [1.003, -0.843, -0.099], [-0.419, -0.156, -0.044], [1.299, -1.322, -1.029], [-1.054, 1.682, 0.428], [1.036, -1.595, 0.763], [1.789, -0.059, 0.142]], "smiles": "C/C(=N/Cl)NCl", "e_homo_ev": -9.225, "lumo_ha": 0.00423, "charge": 0, "orbital_gap_ha": 0.3433}

=====

Relative energies in hartree: 1 0.0000; 2 0.0385

=====

1.
{"formula": "C9H16N2O2", "method": "the ωB97M-V functional and the def2-TZVPD basis", "symbols": ["O", "O", "N", "N", "C", "C", "C", "C", "C", "C", "C", "C", "C", "H", "H", "H", "H", "H", "H", "H", "H", "H", "H", "H", "H", "H", "H", "H", "H"], "coordinates": [[-5.724, -1.453, 0.110], [-1.270, -0.643, -0.472], [-3.545, -1.059, 0.060], [-4.949, 0.705, 0.077], [-4.885, -0.657, 0.040], [-2.397, -0.199, -0.079], [-2.577, 1.177, 0.167], [-3.864, 1.574, 0.061], [2.459, -1.086, -1.011], [2.765, -0.051, 0.083], [1.240, 0.129, 0.390], [3.439, -0.773, 1.199], [3.461, 1.100, -0.459], [3.779, -0.259, 2.138], [0.984, 1.032, -0.318], [2.323, -2.147, -0.557], [0.900, 0.635, 1.547], [3.346, 2.056, 0.264], [0.734, -0.870, 0.340], [-4.319, 2.654, 0.008], [-5.738, 1.272, 0.113], [-1.838, 1.894, -0.305], [-3.410, -2.008, -0.344], [3.227, -1.164, -2.084], [4.398, -1.450, 1.059], [3.054, 1.465, -1.480], [2.792, -1.641, 1.535], [1.143, -0.735, -1.568], [4.471, 0.504, -0.515]], "e_homo_ev": -9.490, "lumo_ha": 0.00839, "charge": 0, "orbital_gap_ha": 0.3571}

=====

2.
{"formula": "C9H16N2O2", "method": "the ωB97M-V functional and the def2-TZVPD basis", "symbols": ["O", "O", "N", "N", "C", "C", "C", "C", "C", "C", "C", "C", "C", "H", "H", "H", "H", "H", "H", "H", "H", "H", "H", "H", "H", "H", "H", "H", "H"], "coordinates": [[-0.358, -0.153, 2.455], [-3.212, 1.159, -0.699], [-1.110, -1.630, 0.932], [-2.144, 0.277, 0.995], [-2.364, -1.155, -1.013], [1.265, 0.662, -0.438], [-1.115, -0.445, 1.548], [-0.030, 2.791, -0.208], [2.195, -0.450, 0.071], [1.241, 1.935, 0.369], [2.091, -1.859, -0.710], [-2.702, 0.143, -0.314], [-1.658, -2.089, -0.254], [1.075, -2.130, -0.903], [0.277, 3.036, -1.279], [1.116, 1.484, 1.515], [2.455, -1.843, -1.766], [1.782, -0.730, 1.057], [-1.212, -2.999, -0.543], [-2.785, 1.001, 1.680], [3.306, -0.314, 0.290], [-0.522, 3.713, 0.194], [2.500, -2.674, -0.020], [0.178, 0.169, -0.405], [-2.768, -1.232, -2.084], [2.220, 2.672, 0.253], [-0.344, -2.321, 1.237], [1.479, 0.795, -1.547], [-0.856, 2.186, -0.412]], "smiles": "O=c1cc[nH]c(=O)[nH]1.CCCCC", "e_homo_ev": -9.576, "lumo_ha": -0.00041, "charge": 0, "orbital_gap_ha": 0.3515}

=====

3.
{"formula": "C9H16N2O2", "method": "the ωB97M-V functional and the def2-TZVPD basis", "symbols": ["O", "O", "N", "N", "C", "C", "C", "C", "C", "C", "C", "C", "C", "H", "H", "H", "H", "H", "H", "H", "H", "H", "H", "H", "H", "H", "H", "H", "H"], "coordinates": [[-2.600, 1.515, 0.501], [-1.733, 0.347, 0.615], [0.264, -1.819, 0.454], [-2.085, -1.242, -1.007], [2.767, -0.709, -0.275], [1.239, 0.730, 1.269], [-1.885, -2.364, -0.447], [-0.773, -2.573, 0.435], [1.520, 1.310, -1.121], [1.535, 0.166, -0.182], [-1.212, -0.190, -0.669], [-3.915, 1.275, 0.175], [0.342, -0.757, -0.571], [3.689, -0.074, 0.003], [-0.790, -3.293, 1.240], [-1.303, 0.661, -1.405], [0.184, 1.079, 1.330], [2.448, -1.446, 0.485], [0.425, -1.241, -1.567], [2.847, -1.219, -1.204], [1.302, 0.122, 2.112], [2.077, 2.155, -0.664], [0.402, 1.630, -1.304], [-4.083, 2.299, -0.277], [-4.013, 0.373, -0.502], [1.954, 1.617, 1.322], [-2.604, -3.238, -0.686], [-4.686, 1.205, 1.061], [1.975, 1.071, -2.128]], "smiles": "COO[C@@H]1N=CC=N[C@@H]1C(C)(C)C", "e_homo_ev": -9.163, "lumo_ha": -0.01138, "charge": 0, "orbital_gap_ha": 0.3254}

=====

Relative energies in hartree: 1 0.0920; 2 0.0000; 3 0.1339